DFT (the ωB97M-V functional and the def2-TZVPD basis) results for a molecular structure, C3H4O3Sc.

Values from the calculation:
Electronic energy in eV: -30013.155
Spin multiplicity: 2
Expectation value of S²: 0.756
F_max in Eh/bohr: 0.0686

Geometry as XYZ:
```
11
Properties=species:S:1:pos:R:3:mulliken_charge:R:1
H -1.69 -0.53 0.42 0.208
O 1.99 -1.34 1.41 -0.612
O -1.00 1.40 0.78 -0.753
C -1.31 0.39 -0.08 -0.486
C -0.17 -0.07 -0.98 -0.250
O 0.68 -1.02 -0.32 -0.224
C 1.61 -0.55 0.51 0.394
H -2.12 0.68 -0.81 0.257
H 0.44 0.79 -1.28 0.231
H -0.56 -0.58 -1.88 0.297
Sc 2.13 0.83 2.23 0.938
```